(1)
{"formula": "C15H32F4O11P2", "method": "ωB97M-V/def2-TZVPD", "smiles": "O=C(O)OC(F)(F)C(F)F.CCOP(=O)(OCC)OCC.CCOP(=O)(OCC)OCC", "spin_multiplicity": 1, "gap_ha": 0.2839, "fmax_ha_per_bohr": 0.195, "molar_mass_g_mol": 526.35, "energy_ha": -2500.31129, "homo_ev": -9.909, "symbols": ["O", "C", "O", "O", "C", "F", "F", "C", "F", "F", "H", "H", "C", "C", "O", "P", "O", "O", "C", "C", "O", "C", "C", "H", "H", "H", "H", "H", "H", "H", "H", "H", "H", "H", "H", "H", "H", "H", "C", "C", "O", "P", "O", "O", "C", "C", "O", "C", "C", "H", "H", "H", "H", "H", "H", "H", "H", "H", "H", "H", "H", "H", "H", "H"], "positions_angstrom": [[3.510, -2.058, 0.277], [2.201, -2.030, 0.629], [1.291, -1.134, -0.156], [1.592, -2.852, 1.688], [2.123, -2.532, 3.022], [1.245, -3.211, 4.046], [2.059, -1.064, 3.358], [3.645, -3.167, 3.296], [4.549, -1.995, 3.429], [3.632, -4.055, 4.508], [1.557, -0.164, 0.014], [4.026, -3.821, 2.377], [-3.301, 2.010, 2.405], [-4.365, 1.551, 3.388], [-4.610, 0.163, 3.265], [-3.460, -0.886, 3.832], [-3.901, -0.775, 5.312], [-4.326, -2.285, 3.547], [-4.519, -3.212, 4.607], [-5.865, -2.990, 5.282], [-2.967, -1.009, 2.178], [-1.726, -1.669, 1.960], [-1.790, -3.151, 2.287], [-2.329, 1.580, 2.661], [-3.208, 3.101, 2.422], [-3.544, 1.688, 1.390], [-4.081, 1.793, 4.417], [-5.306, 2.067, 3.171], [-3.697, -3.159, 5.327], [-4.494, -4.218, 4.177], [-6.046, -1.937, 5.515], [-5.934, -3.567, 6.209], [-6.678, -3.301, 4.620], [-0.948, -1.176, 2.548], [-1.479, -1.544, 0.903], [-1.864, -3.306, 3.368], [-0.889, -3.663, 1.941], [-2.665, -3.622, 1.828], [4.521, -0.355, -4.496], [4.292, 0.486, -3.251], [3.791, 1.766, -3.583], [2.220, 1.880, -4.098], [1.614, 1.835, -2.674], [2.177, 3.546, -4.200], [1.147, 4.259, -3.526], [1.629, 4.752, -2.169], [2.898, 1.931, -5.689], [1.965, 1.788, -6.752], [1.029, 2.978, -6.869], [3.569, -0.597, -4.978], [5.023, -1.293, -4.239], [5.128, 0.187, -5.225], [3.611, -0.016, -2.557], [5.245, 0.635, -2.734], [0.246, 3.646, -3.432], [0.878, 5.118, -4.146], [2.137, 3.970, -1.597], [0.793, 5.128, -1.573], [2.355, 5.560, -2.294], [1.400, 0.862, -6.615], [2.544, 1.694, -7.675], [0.317, 2.994, -6.037], [0.451, 2.927, -7.796], [1.582, 3.922, -6.847]]}

***

(2)
{"formula": "C15H32LuNO2P2", "method": "ωB97M-V/def2-TZVPD", "relative_energy_kj_mol": 201.4, "spin_multiplicity": 1, "gap_ha": 0.1568, "fmax_ha_per_bohr": 0.103, "molar_mass_g_mol": 495.34, "energy_ha": -2713.50341, "total_charge": 2, "homo_ev": -13.695, "symbols": ["Lu", "P", "C", "C", "N", "C", "C", "C", "C", "C", "P", "H", "H", "H", "H", "H", "H", "H", "H", "O", "H", "H", "O", "H", "C", "H", "H", "H", "C", "H", "H", "H", "C", "H", "H", "H", "C", "H", "H", "H", "C", "C", "C", "C", "H", "H", "H", "H", "H", "H", "H", "H", "H"], "positions_angstrom": [[0.829, -0.411, -0.603], [-1.539, -2.030, 0.443], [-2.094, -1.577, -1.262], [-2.321, -0.080, -1.449], [-1.248, 0.676, -1.050], [-1.361, 1.995, -1.305], [-2.535, 2.587, -1.737], [-3.623, 1.818, -2.060], [-3.543, 0.445, -1.954], [-0.170, 2.825, -1.023], [1.648, 1.946, -1.052], [-4.357, -0.236, -2.283], [-2.596, 3.675, -1.813], [-4.549, 2.246, -2.425], [0.002, 3.675, -1.693], [-0.157, 3.280, -0.024], [-1.019, -1.850, -1.846], [-2.977, -2.171, -1.487], [3.174, -0.924, -3.586], [0.328, -1.709, -2.042], [0.492, -2.434, -2.760], [1.815, 0.616, -1.885], [3.297, -0.614, -2.629], [3.286, -1.219, -1.841], [2.127, 2.402, -2.750], [1.919, 3.457, -2.816], [3.206, 2.225, -2.869], [1.506, 1.865, -3.488], [2.513, 3.106, -0.009], [3.422, 2.640, 0.366], [2.777, 3.981, -0.601], [1.904, 3.433, 0.836], [-3.002, -1.508, 1.459], [-3.875, -2.163, 1.279], [-2.751, -1.541, 2.538], [-3.256, -0.466, 1.210], [-1.682, -3.874, 0.432], [-1.188, -4.290, 1.322], [-2.730, -4.219, 0.433], [-1.159, -4.270, -0.452], [2.268, 0.766, 2.917], [2.555, -0.616, 2.338], [2.909, -1.589, 3.448], [1.377, -1.194, 1.603], [1.394, 0.743, 3.572], [2.089, 1.534, 2.161], [3.123, 1.096, 3.514], [3.405, -0.524, 1.644], [2.070, -1.688, 4.139], [3.119, -2.581, 3.047], [3.776, -1.233, 4.001], [1.493, -2.259, 1.346], [0.423, -1.017, 2.118]]}

***

(3)
{"formula": "C15H32MnN6O7", "method": "ωB97M-V/def2-TZVPD", "spin_multiplicity": 5, "gap_ha": [0.2206, 0.2065], "fmax_ha_per_bohr": 0.093, "molar_mass_g_mol": 463.39, "energy_ha": -2596.59111, "total_charge": 1, "homo_ev": [-10.539, -10.750], "symbols": ["O", "H", "Mn", "N", "N", "N", "N", "O", "O", "O", "O", "C", "C", "C", "C", "C", "H", "H", "H", "C", "H", "H", "H", "C", "C", "H", "H", "H", "H", "H", "H", "H", "H", "C", "H", "H", "H", "O", "H", "H", "C", "N", "C", "C", "C", "N", "C", "C", "O", "H", "H", "H", "H", "H", "H", "H", "H", "H", "H", "H", "H"], "positions_angstrom": [[-0.775, 0.876, -3.982], [-1.152, 0.736, -4.869], [-0.176, 0.355, -0.949], [-0.502, 2.097, -0.203], [1.108, 1.315, -1.958], [-1.400, -0.543, 0.173], [-0.357, -1.253, -1.919], [-1.467, 2.377, 0.630], [-1.851, -0.032, 1.347], [0.376, -1.571, -3.023], [1.801, 0.717, -2.851], [1.287, 2.608, -1.589], [0.433, 3.024, -0.521], [-1.800, -1.783, -0.200], [-1.217, -2.184, -1.447], [0.523, 4.304, 0.225], [1.038, 4.162, 1.191], [-0.479, 4.717, 0.408], [1.103, 5.029, -0.355], [2.315, 3.450, -2.249], [2.280, 3.332, -3.340], [3.331, 3.179, -1.927], [2.146, 4.504, -2.000], [-2.695, -2.629, 0.622], [-1.493, -3.463, -2.147], [-3.196, -2.022, 1.382], [-2.130, -3.429, 1.124], [-3.451, -3.116, -0.005], [-1.114, -3.435, -3.175], [-2.579, -3.628, -2.179], [-1.028, -4.312, -1.623], [-1.740, 1.000, 1.187], [0.958, -0.748, -3.144], [-1.805, 1.350, -3.102], [-1.504, 2.335, -2.723], [-1.956, 0.651, -2.254], [-2.763, 1.490, -3.630], [-4.307, 3.193, -0.787], [-4.890, 2.414, -0.768], [-3.485, 2.893, -0.324], [1.963, -2.748, 0.245], [1.703, -2.117, 1.527], [1.671, -2.979, 2.685], [1.791, -2.199, 3.970], [1.004, -0.917, 3.924], [1.403, -0.164, 2.754], [1.289, 1.276, 2.787], [1.572, -0.764, 1.549], [1.610, -0.108, 0.475], [2.697, -2.154, -0.315], [1.050, -2.840, -0.367], [2.366, -3.753, 0.411], [0.750, -3.584, 2.680], [2.506, -3.680, 2.587], [2.850, -1.975, 4.134], [1.469, -2.816, 4.810], [1.201, -0.284, 4.789], [-0.079, -1.114, 3.892], [0.313, 1.638, 2.437], [1.414, 1.598, 3.823], [2.070, 1.721, 2.157]]}

***

(4)
{"formula": "C15H33BIN4O7S", "method": "ωB97M-V/def2-TZVPD", "spin_multiplicity": 1, "gap_ha": 0.2351, "fmax_ha_per_bohr": 0.035, "molar_mass_g_mol": 551.23, "energy_ha": -2057.49762, "total_charge": 1, "homo_ev": -11.191, "symbols": ["C", "C", "C", "O", "O", "C", "C", "C", "C", "C", "C", "N", "C", "N", "C", "N", "I", "N", "B", "O", "O", "C", "H", "H", "H", "H", "H", "H", "H", "H", "H", "H", "H", "H", "H", "H", "H", "H", "H", "H", "H", "H", "H", "H", "H", "H", "H", "O", "S", "O", "O", "C", "C", "C", "H", "H", "H", "H", "H", "H", "H", "H"], "positions_angstrom": [[-5.263, -0.555, -0.018], [-5.211, 0.665, -0.609], [-3.936, 1.191, -1.198], [-3.586, 0.746, -2.280], [-3.221, 2.163, -0.547], [-1.944, 1.692, -0.115], [-2.031, 0.829, 1.140], [-0.640, 0.724, 1.823], [0.000, -0.622, 1.497], [0.560, -0.655, 0.049], [-0.184, -1.708, -0.740], [0.495, -2.134, -1.994], [1.851, -2.695, -1.800], [1.879, -3.917, -1.001], [-0.252, -3.049, -2.700], [-0.949, -4.079, -2.059], [-2.948, -3.609, -1.843], [-0.296, -2.953, -4.003], [0.348, -1.891, -4.859], [1.596, -1.411, -4.630], [-0.396, -1.495, -5.925], [-1.393, -0.499, -5.599], [-4.659, -0.799, 0.849], [-5.963, -1.308, -0.357], [-6.091, 1.298, -0.649], [-1.334, 2.557, 0.116], [-1.451, 1.140, -0.914], [-2.734, 1.285, 1.828], [-2.355, -0.180, 0.890], [0.001, 1.567, 1.593], [-0.828, 0.737, 2.894], [0.776, -0.852, 2.223], [-0.770, -1.381, 1.615], [0.436, 0.334, -0.377], [1.627, -0.842, 0.132], [-0.455, -2.571, -0.136], [-1.129, -1.257, -1.047], [2.235, -2.930, -2.788], [2.529, -1.951, -1.400], [1.008, -4.126, -0.543], [2.651, -3.933, -0.356], [-0.826, -4.949, -2.566], [-0.866, -3.629, -4.494], [1.567, -0.498, -4.327], [-1.777, -0.600, -4.584], [-0.953, 0.484, -5.744], [-2.214, -0.578, -6.300], [2.258, 2.002, 2.565], [3.025, 1.986, 3.778], [2.405, 1.628, 5.013], [3.760, 3.380, 3.936], [2.958, 4.585, 3.912], [2.161, 4.784, 5.185], [4.466, 1.000, 3.558], [2.312, 4.576, 3.033], [3.666, 5.400, 3.787], [1.405, 4.010, 5.308], [1.655, 5.749, 5.161], [2.814, 4.745, 6.057], [4.955, 1.287, 2.631], [4.139, -0.037, 3.513], [5.123, 1.148, 4.411]]}

***

- What is the formula in the second record?
  C15H32LuNO2P2